Entry from OMol25: 21 unconnected molecules or ions with the total composition C42H126O42 (wB97M-V/def2-TZVPD).

Energy (eV): -131579.8709
ΔE to the lowest compared entry with this formula, charge and spin (kcal/mol): 111.1
M (Da): 1303.43
Frontier orbital gap (eV): 8.369

Each line ends with the Mulliken charge.
Positions of all 210 atoms, in Å:
C  -30.127  -15.262  1.980  -0.08
C  -30.102  -14.651  3.332  0.11
O  -29.332  -13.437  3.411  -0.52
O  -28.838  -15.588  1.534  -0.61
H  -30.541  -14.612  1.209  -0.12
H  -30.748  -16.158  1.937  0.28
H  -29.749  -15.439  3.997  0.49
H  -31.167  -14.505  3.509  -0.19
H  -28.743  -13.609  4.149  0.32
H  -28.959  -15.620  0.582  0.36
C  -38.541  -7.795  -1.611  -0.25
C  -39.509  -8.933  -1.917  -0.03
O  -40.749  -8.543  -1.323  -0.63
O  -38.154  -7.917  -0.230  -0.38
H  -38.950  -6.807  -1.822  0.35
H  -37.651  -7.836  -2.240  -0.16
H  -39.267  -9.941  -1.580  0.09
H  -39.558  -8.925  -3.006  0.39
H  -41.343  -9.296  -1.348  0.34
H  -38.778  -7.380  0.263  0.28
C  -31.849  -11.288  3.617  -0.34
C  -31.293  -11.192  2.194  -0.15
O  -32.185  -10.466  1.435  -0.48
O  -31.990  -10.047  4.195  -0.69
H  -31.344  -11.963  4.308  0.41
H  -32.884  -11.629  3.584  0.03
H  -31.120  -12.183  1.775  -0.12
H  -30.370  -10.617  2.264  0.51
H  -31.656  -10.037  0.759  0.13
H  -32.646  -9.578  3.674  0.45
C  -36.601  -16.172  7.346  -0.64
C  -37.521  -17.241  6.624  -0.61
O  -37.131  -17.452  5.293  -0.32
O  -36.221  -15.126  6.437  -0.04
H  -35.669  -16.647  7.650  0.29
H  -37.072  -15.885  8.286  0.41
H  -38.563  -16.947  6.756  0.39
H  -37.295  -18.115  7.235  0.40
H  -36.191  -17.259  5.286  0.03
H  -35.668  -14.477  6.878  0.14
C  -37.161  -16.265  -0.406  -0.07
C  -36.856  -16.223  -1.933  -0.26
O  -37.265  -17.390  -2.619  -0.62
O  -36.292  -17.169  0.167  -0.20
H  -38.187  -16.610  -0.277  0.26
H  -37.115  -15.287  0.073  0.02
H  -35.794  -16.038  -2.094  0.00
H  -37.349  -15.395  -2.443  0.29
H  -36.567  -18.047  -2.659  0.46
H  -36.398  -18.051  -0.196  0.21
C  -33.414  -13.148  -5.851  0.15
C  -32.240  -12.337  -6.380  -0.25
O  -31.106  -12.513  -5.522  -0.46
O  -33.324  -14.493  -6.233  -0.48
H  -34.333  -12.759  -6.291  0.31
H  -33.463  -13.006  -4.771  -0.11
H  -32.510  -11.288  -6.264  -0.10
H  -31.945  -12.641  -7.384  0.35
H  -30.859  -13.432  -5.646  0.28
H  -33.569  -14.641  -7.149  0.30
C  -33.009  -8.678  -3.865  0.28
C  -32.333  -7.341  -3.893  -0.89
O  -32.070  -7.031  -5.234  -0.54
O  -34.364  -8.643  -4.353  0.03
H  -33.086  -8.926  -2.806  -0.10
H  -32.594  -9.541  -4.386  0.20
H  -31.421  -7.348  -3.296  0.41
H  -32.955  -6.523  -3.529  0.33
H  -31.374  -7.605  -5.563  0.35
H  -34.379  -8.123  -5.160  -0.16
C  -34.925  -12.184  -0.510  -0.63
C  -34.350  -13.204  0.468  0.32
O  -35.001  -13.107  1.750  2.18
O  -34.157  -12.121  -1.681  1.50
H  -34.861  -11.159  -0.145  -0.09
H  -35.960  -12.338  -0.816  0.12
H  -33.285  -13.048  0.637  -0.50
H  -34.572  -14.130  -0.064  0.09
H  -34.616  -13.706  2.393  -0.88
H  -34.612  -11.482  -2.236  -0.44
C  -31.721  -17.101  7.851  -0.59
C  -32.474  -15.978  7.017  0.54
O  -32.157  -16.204  5.634  -0.42
O  -30.361  -16.794  7.804  -0.52
H  -31.805  -18.142  7.541  0.31
H  -31.858  -17.079  8.932  0.39
H  -32.175  -14.954  7.241  0.25
H  -33.545  -16.096  7.182  -0.38
H  -31.222  -16.424  5.645  0.25
H  -29.851  -17.402  8.344  0.30
C  -36.842  -6.747  -5.152  0.74
C  -38.207  -6.682  -5.942  -0.69
O  -39.176  -7.159  -5.020  -0.45
O  -36.574  -5.553  -4.463  -0.60
H  -35.969  -6.799  -5.803  0.09
H  -36.743  -7.586  -4.464  -0.43
H  -38.164  -7.409  -6.754  0.20
H  -38.522  -5.755  -6.422  0.44
H  -39.917  -6.557  -4.925  0.29
H  -37.365  -5.273  -3.997  0.34
C  -35.190  -8.421  1.905  -0.15
C  -36.190  -7.942  2.960  -0.44
O  -35.546  -7.016  3.742  -0.68
O  -34.494  -9.455  2.554  0.03
H  -34.444  -7.649  1.717  0.52
H  -35.681  -8.666  0.963  0.07
H  -36.590  -8.709  3.622  0.16
H  -37.025  -7.397  2.520  0.13
H  -35.129  -7.359  4.536  0.36
H  -33.724  -9.688  2.029  0.09
C  -34.685  -15.934  3.013  0.35
C  -34.225  -17.387  3.201  -0.77
O  -33.969  -17.789  4.559  -0.67
O  -33.761  -14.956  3.416  0.37
H  -35.566  -15.729  3.621  -0.27
H  -34.970  -15.756  1.976  -0.42
H  -33.322  -17.693  2.674  0.35
H  -35.015  -18.071  2.891  0.35
H  -33.289  -17.202  4.898  0.33
H  -33.456  -15.216  4.289  -0.54
C  -39.293  -13.420  5.940  -0.61
C  -38.756  -14.233  4.757  1.09
O  -39.465  -13.946  3.569  -0.76
O  -39.025  -12.071  5.870  -0.55
H  -38.833  -13.799  6.853  0.34
H  -40.379  -13.509  5.953  0.36
H  -38.922  -15.302  4.893  -0.66
H  -37.693  -14.004  4.689  -0.14
H  -39.041  -13.218  3.109  0.38
H  -39.311  -11.842  4.982  0.35
C  -36.780  -10.904  -4.221  0.17
C  -37.608  -12.100  -3.826  -0.18
O  -38.480  -12.616  -4.734  -0.59
O  -35.858  -10.615  -3.180  0.12
H  -37.378  -10.010  -4.394  0.05
H  -36.252  -11.344  -5.068  -0.03
H  -38.184  -11.761  -2.965  0.30
H  -36.952  -12.916  -3.522  -0.15
H  -39.013  -11.854  -4.974  0.35
H  -35.306  -9.874  -3.443  -0.20
C  -35.113  -11.539  5.915  0.95
C  -34.153  -12.637  6.426  0.03
O  -34.741  -13.310  7.545  -0.64
O  -35.257  -10.513  6.878  -0.69
H  -36.049  -11.955  5.543  -0.19
H  -34.645  -10.978  5.106  -0.33
H  -33.238  -12.120  6.718  0.70
H  -33.821  -13.327  5.650  -0.56
H  -34.547  -12.790  8.329  0.35
H  -36.097  -10.717  7.295  0.40
C  -34.760  -19.448  -4.114  -0.45
C  -36.004  -19.299  -4.960  -0.62
O  -36.160  -18.060  -5.734  -0.53
O  -34.682  -18.585  -3.027  -0.46
H  -33.851  -19.373  -4.711  0.38
H  -34.701  -20.393  -3.575  0.31
H  -36.884  -19.432  -4.332  0.37
H  -35.923  -20.133  -5.657  0.41
H  -37.056  -17.744  -5.597  0.31
H  -34.225  -17.810  -3.362  0.35
C  -34.816  -9.684  -9.252  -0.67
C  -35.003  -9.414  -7.669  0.01
O  -34.323  -8.189  -7.286  -0.47
O  -33.571  -10.286  -9.484  -0.54
H  -34.724  -8.745  -9.797  0.30
H  -35.739  -10.130  -9.621  0.42
H  -34.551  -10.165  -7.021  0.11
H  -36.078  -9.326  -7.509  0.26
H  -33.371  -8.298  -7.225  0.27
H  -32.845  -9.792  -9.098  0.31
C  -30.705  -11.572  -1.590  1.09
C  -29.381  -11.140  -2.301  -0.78
O  -29.588  -10.781  -3.646  -0.53
O  -31.318  -12.701  -2.134  -0.38
H  -31.438  -10.773  -1.700  -0.38
H  -30.625  -11.599  -0.503  -0.35
H  -28.691  -11.977  -2.191  0.26
H  -28.937  -10.307  -1.757  0.44
H  -30.044  -11.530  -4.038  0.32
H  -32.250  -12.630  -1.915  -0.10
C  -38.871  -17.360  2.353  0.35
C  -39.583  -17.960  3.587  -0.40
O  -40.670  -18.677  3.111  -0.60
O  -39.513  -16.243  1.770  -0.72
H  -38.623  -18.160  1.655  0.37
H  -37.894  -16.972  2.640  -0.14
H  -39.863  -17.275  4.387  0.13
H  -38.925  -18.766  3.912  0.25
H  -40.314  -19.483  2.730  0.36
H  -39.460  -15.509  2.386  0.38
C  -32.704  -16.299  -1.756  -0.33
C  -33.145  -15.452  -2.942  0.30
O  -33.458  -16.416  -3.999  -0.33
O  -31.652  -17.109  -2.176  -0.64
H  -33.528  -16.920  -1.406  0.34
H  -32.286  -15.612  -1.020  0.01
H  -32.371  -14.773  -3.301  0.50
H  -34.048  -14.903  -2.677  -0.46
H  -33.403  -15.962  -4.843  0.12
H  -31.913  -17.523  -3.003  0.39
C  -39.526  -10.798  2.098  -1.18
C  -38.035  -11.203  1.882  1.36
O  -37.675  -12.555  2.273  0.25
O  -39.772  -10.520  3.505  -0.59
H  -40.179  -11.572  1.696  0.46
H  -39.797  -9.923  1.507  0.43
H  -37.412  -10.480  2.409  -0.37
H  -37.863  -11.145  0.808  -0.14
H  -36.719  -12.640  2.245  -0.43
H  -39.560  -9.596  3.660  0.27